Density functional theory data (wB97M-V/def2-TZVPD) for a cluster of 2 separate species, C3H7N2O in total.

Each line ends with the natural charge from an NBO analysis.
Positions of all 13 atoms, in Å:
C -2.4399 -0.2507 0.1732  0.8642
C 0.4528 1.2075 -0.2396  -0.3679
C 0.6098 0.0857 0.4134  -0.0913
N -2.6520 0.6638 -0.5291  -0.7315
N 0.7161 -1.2130 -0.3351  -0.6775
O -1.9148 -1.1735 0.6392  -0.5749
H 0.2456 1.3811 -1.3589  0.2531
H 0.3707 2.1044 0.4524  0.2617
H 0.8055 -0.0486 1.5289  0.2581
H -3.1250 1.6044 -0.4067  0.4626
H 0.7538 -0.9698 -1.2778  0.4340
H -0.1064 -1.7401 -0.1392  0.4647
H 1.5676 -1.6103 -0.0104  0.4448

Properties
- LUMO level: -3.4 eV
- Multiplicity: 1
- E_tot: -302.9659 Eh
- HOMO-LUMO gap: 11.79 eV
- Net charge: +1
- ΔE to the lowest compared entry with this formula, charge and spin: 2.017 eV